(1)
Below is a cluster of 2 separate species, C3H7OS in total, with properties calculated with wB97M-V/def2-TZVPD.

XYZ file:
```
12
C3H7OS | the Open Molecules 2025 dataset | wB97M-V/def2-TZVPD
S 0.28967 1.96341 -1.55374
H 0.98390 3.08016 -1.79014
O 1.93165 -1.79994 -0.14862
C 1.22589 -0.83961 0.05380
C -0.28171 -0.88645 -0.06238
C -1.04797 0.01681 0.91600
H 1.63104 0.15932 0.28665
H -0.61535 -1.92915 -0.03264
H -0.45986 -0.47362 -1.06164
H -0.73966 -0.15092 1.94980
H -2.11482 -0.18864 0.78280
H -0.80278 1.04864 0.66010
```

M   91.2 g/mol
Gap between HOMO and LUMO   6.984 eV
Energy above the lowest of the compared OMol25 structures with the same formula, charge and spin   5.8 kcal per mole
Charge   -1



(2)
Below is a structure of composition C40H36AuN4S5, with properties calculated with wB97M-V/def2-TZVPD.

XYZ file:
```
86
C40H36AuN4S5 | the Open Molecules 2025 dataset | wB97M-V/def2-TZVPD
Au 1.73279 0.23674 2.69953
N -0.01045 1.37660 1.13317
S 0.02965 2.24052 -0.15310
N -0.53614 1.75663 -1.52752
S -0.47079 0.10960 -1.74397
N -1.09972 -2.42134 -0.85471
S -0.46552 -2.48556 0.45490
N -0.06344 -1.13778 1.35679
C -1.32330 -3.46686 1.68610
C -1.03991 -3.37364 3.04198
C -1.70862 -4.20959 3.92279
C -2.64639 -5.11817 3.44729
C -2.93327 -5.18617 2.09097
C -2.26582 -4.35899 1.19879
C 1.19202 -3.20317 0.47144
C 2.11473 -3.04072 1.49738
C 3.38513 -3.57910 1.35560
C 3.72306 -4.27933 0.20277
C 2.78602 -4.45572 -0.80493
C 1.51379 -3.91599 -0.67158
C -1.61152 -0.07776 -3.08860
C -1.74284 -1.36066 -3.60773
C -2.66169 -1.56520 -4.62271
C -3.43663 -0.51091 -5.09086
C -3.30013 0.75627 -4.54551
C -2.38237 0.98445 -3.52921
C 1.11078 -0.20822 -2.48569
C 1.38450 -0.00705 -3.83074
C 2.68193 -0.20384 -4.27627
C 3.67579 -0.59801 -3.38667
C 3.38592 -0.79867 -2.04435
C 2.09271 -0.60108 -1.58470
C 1.74901 2.65909 -0.32136
C 2.54471 2.79771 0.80975
C 3.84265 3.25962 0.66083
C 4.31575 3.61075 -0.59619
C 3.49547 3.50608 -1.71142
C 2.19437 3.04976 -1.57684
C -0.77406 3.79287 0.10138
C -1.09140 4.60551 -0.98097
C -1.51153 5.90076 -0.73461
C -1.57438 6.37748 0.56944
C -1.24035 5.55836 1.63814
C -0.81772 4.25869 1.40919
H -0.33369 -2.63853 3.40853
H -1.49794 -4.14977 4.98270
H -3.16076 -5.77169 4.13979
H -3.67456 -5.88494 1.72665
H -2.46611 -4.37927 0.13491
H 1.84468 -2.50821 2.40102
H 4.10874 -3.46274 2.15232
H 4.71739 -4.69306 0.09553
H 3.04406 -5.01276 -1.69605
H 0.76500 -4.02160 -1.44739
H -1.16466 -2.17666 -3.19553
H -2.77967 -2.55514 -5.04164
H -4.15788 -0.68219 -5.87878
H -3.90814 1.57393 -4.90810
H -2.27041 1.96397 -3.08811
H 0.60155 0.29406 -4.51497
H 2.91756 -0.05570 -5.32163
H 4.68352 -0.75640 -3.74808
H 4.15613 -1.12442 -1.35728
H 1.83813 -0.76154 -0.54223
H 2.15933 2.55094 1.79466
H 4.47584 3.36301 1.53155
H 5.32826 3.97558 -0.70579
H 3.86521 3.78615 -2.68834
H 1.54674 2.94875 -2.43842
H -1.03596 4.21572 -1.98826
H -1.78031 6.54339 -1.56169
H -1.88323 7.39801 0.75203
H -1.29463 5.93313 2.65095
H -0.55349 3.60062 2.22850
C -2.00353 0.52519 5.36285
C -1.15448 0.30861 4.12169
S 0.48610 -0.06028 4.61231
C -1.76949 0.37193 2.92042
C -3.24454 0.65958 2.73739
S -1.08811 0.08195 1.31066
H -1.38126 0.53425 6.25390
H -2.74038 -0.27329 5.46951
H -2.53750 1.47431 5.30938
H -3.78358 0.60193 3.67758
H -3.69718 -0.06447 2.05653
H -3.41954 1.65367 2.31300
```

M   930.1 g/mol
Gap between HOMO and LUMO   7.151 eV
Energy above the lowest of the compared OMol25 structures with the same formula, charge and spin   43.8 kcal per mole
Charge   +1



(3)
Below is the molecule C4H9NO, with properties calculated with wB97M-V/def2-TZVPD.

XYZ file:
```
15
C4H9NO | the Open Molecules 2025 dataset | wB97M-V/def2-TZVPD
C -0.45860 0.70271 1.24312
C 0.05035 -1.80275 0.77192
C 0.00558 -0.41137 0.31506
O 1.22699 -1.00987 0.71635
N -0.10061 -0.22970 -1.10204
C 0.47058 1.00936 -1.60377
H -1.18740 1.35040 0.74920
H -0.92190 0.30318 2.14832
H 0.38763 1.32221 1.55168
H -0.00989 -2.59910 0.03231
H -0.28671 -2.05456 1.77734
H -1.06767 -0.33055 -1.39016
H 0.00781 1.92608 -1.20100
H 1.53766 1.02826 -1.36185
H 0.37489 1.02987 -2.69300
```

M   87.1 g/mol
Gap between HOMO and LUMO   10.277 eV
Energy above the lowest of the compared OMol25 structures with the same formula, charge and spin   49.7 kcal per mole
SMILES string   CN[C@@]1(C)CO1
Charge   0



> Which value of gap between HOMO and LUMO does entry 2 give?

7.151 eV



> The lowest gap between HOMO and LUMO belongs to which entry?

C3H7OS